1.
# C19H42Br2ClO8S2

A cluster of 3 separate species, C19H42Br2ClO8S2 in total at a distorted geometry (the ωB97M-V functional and the def2-TZVPD basis, the OMol25 dataset).

Properties
HOMO level   -10.1 eV
E_tot   -211024.4893 eV

Structure (ORCA input):
```
! wB97M-V def2-TZVPD RIJCOSX def2/J DEFGRID3
* xyz 1 1
C -4.719 -1.463 4.450
C -4.429 -1.440 2.837
Cl -2.610 -1.727 2.479
C -4.944 0.046 2.268
S -6.728 0.240 2.808
C -7.908 -0.496 1.500
Br -7.021 -1.795 0.265
C -9.110 -1.235 2.398
C -8.486 -2.451 3.309
Br -10.475 -1.897 1.096
S -7.316 2.283 2.906
C -6.122 3.380 3.846
O -8.730 2.274 3.604
O -7.599 2.811 1.445
H -4.648 -0.370 4.869
H -4.001 -2.232 4.966
H -5.829 -1.830 4.651
H -5.006 -2.339 2.334
H -4.233 0.912 2.619
H -4.819 -0.027 1.091
H -8.390 0.373 0.839
H -9.497 -0.388 3.133
H -7.383 -2.748 3.036
H -9.156 -3.400 3.131
H -8.524 -2.169 4.444
H -5.094 3.492 3.265
H -6.605 4.461 3.897
H -5.965 3.025 4.972
C 4.294 -2.808 -1.766
O 3.546 -3.018 -0.569
C 3.805 -2.056 0.449
C 2.521 -1.383 0.960
O 1.780 -0.608 0.013
C 1.175 -1.303 -1.084
C 0.116 -2.362 -0.736
O 0.686 -3.481 -0.063
C 0.013 -3.847 1.132
H 5.206 -3.408 -1.734
H 3.682 -3.149 -2.605
H 4.534 -1.755 -1.928
H 4.519 -1.290 0.117
H 4.263 -2.598 1.285
H 2.816 -0.677 1.744
H 1.866 -2.093 1.453
H 1.944 -1.712 -1.737
H 0.674 -0.531 -1.677
H -0.312 -2.740 -1.668
H -0.694 -1.901 -0.155
H -0.456 -2.995 1.635
H 0.752 -4.271 1.818
H -0.739 -4.616 0.911
C 8.858 2.826 -3.651
O 7.652 2.988 -2.905
C 7.011 4.243 -3.111
C 5.541 4.087 -3.534
O 5.297 3.430 -4.781
C 5.643 2.044 -4.878
C 4.912 1.077 -3.933
O 5.274 1.291 -2.571
C 4.170 1.422 -1.688
H 9.710 3.118 -3.033
H 8.955 1.767 -3.901
H 8.850 3.394 -4.584
H 7.545 4.860 -3.845
H 7.036 4.770 -2.150
H 5.131 5.096 -3.652
H 4.945 3.631 -2.750
H 6.723 1.922 -4.811
H 5.383 1.750 -5.901
H 5.215 0.056 -4.182
H 3.827 1.154 -4.087
H 3.288 1.855 -2.170
H 4.467 2.091 -0.876
H 3.922 0.441 -1.260
*
```

---

2.
# C47H54BiN6O5PS4

A structure of composition C47H54BiN6O5PS4 at a distorted geometry (the ωB97M-V functional and the def2-TZVPD basis, the OMol25 dataset).

Properties
HOMO level (spin up / spin down)   -8.9 / -10.1 eV
E_tot   -127261.0064 eV

Structure (ORCA input):
```
! wB97M-V def2-TZVPD RIJCOSX def2/J DEFGRID3
* xyz 1 2
Bi -0.524 0.157 0.423
C 3.505 -2.383 -8.015
C 3.036 -1.918 -6.673
C 3.765 -0.977 -5.955
C 3.323 -0.536 -4.720
C 2.146 -1.042 -4.200
C 1.410 -1.980 -4.898
C 1.856 -2.414 -6.132
S 1.600 -0.523 -2.545
O 1.374 -1.774 -1.810
C -0.046 0.011 -3.087
C -1.147 -0.743 -2.671
C -2.411 -0.342 -3.005
C -2.615 0.830 -3.762
C -3.910 1.283 -4.092
C -4.090 2.396 -4.866
C -2.977 3.109 -5.336
C -1.708 2.713 -5.016
C -1.489 1.569 -4.221
C -0.184 1.137 -3.858
C 1.033 1.854 -4.289
C 1.503 1.759 -5.625
C 0.842 0.981 -6.597
C 1.341 0.882 -7.865
C 2.521 1.552 -8.220
C 3.187 2.310 -7.297
C 2.697 2.438 -5.980
C 3.358 3.222 -5.010
C 2.897 3.295 -3.726
C 1.745 2.583 -3.366
S 1.051 2.532 -1.671
O 0.355 3.814 -1.441
C 2.625 2.692 -0.795
C 3.695 1.873 -1.113
C 4.873 1.997 -0.399
C 4.976 2.898 0.657
C 6.243 3.021 1.442
C 3.882 3.699 0.973
C 2.716 3.608 0.237
H 4.590 -2.358 -8.079
H 3.106 -1.730 -8.792
H 3.162 -3.395 -8.216
H 4.686 -0.593 -6.367
H 3.892 0.201 -4.174
H 0.499 -2.368 -4.470
H 1.286 -3.149 -6.680
H -0.962 -1.657 -2.130
H -3.263 -0.923 -2.695
H -4.758 0.734 -3.713
H -5.086 2.726 -5.127
H -3.134 3.973 -5.962
H -0.855 3.277 -5.363
H -0.066 0.465 -6.327
H 0.823 0.290 -8.605
H 2.894 1.473 -9.231
H 4.097 2.824 -7.567
H 4.246 3.762 -5.299
H 3.407 3.896 -2.988
H 3.607 1.160 -1.918
H 5.730 1.395 -0.664
H 6.887 2.160 1.282
H 6.021 3.114 2.502
H 6.785 3.914 1.136
H 3.947 4.399 1.792
H 1.867 4.247 0.424
C -4.936 -3.428 3.243
C -3.718 -2.721 3.810
O -2.909 -2.322 2.691
P -1.391 -2.630 2.421
S -1.221 -2.441 0.403
S -0.160 -1.556 3.586
O -1.275 -4.187 2.796
C -0.047 -4.766 3.211
C -0.248 -5.453 4.549
H -5.714 -3.517 3.996
H -4.669 -4.421 2.888
H -5.311 -2.847 2.403
H -3.151 -3.370 4.485
H -3.991 -1.801 4.338
H 0.693 -3.964 3.335
H 0.288 -5.455 2.431
H -0.683 -4.740 5.245
H 0.709 -5.781 4.944
H -0.917 -6.302 4.452
N 2.851 -1.976 3.201
C 3.558 -0.703 2.958
C 2.906 -0.056 1.728
N 2.920 -0.905 0.564
C 2.413 -2.230 0.819
C 3.051 -2.885 2.051
H 1.789 -1.767 3.288
H 3.149 -2.401 4.082
H 4.616 -0.918 2.781
H 3.447 -0.048 3.820
H 3.410 0.878 1.492
H 1.874 0.189 1.991
H 3.835 -0.936 0.133
H 2.568 -2.839 -0.070
H 1.332 -2.172 0.974
H 4.123 -3.038 1.908
H 2.582 -3.845 2.258
C -1.637 5.944 1.553
N -1.012 4.651 1.654
C -0.059 4.285 2.669
C 0.255 2.836 2.276
O 1.051 2.107 2.815
N -0.529 2.521 1.209
C -1.253 3.592 0.870
N -2.154 3.603 -0.102
H -1.132 6.627 2.231
H -2.692 5.890 1.835
H -1.551 6.328 0.533
H -0.490 4.313 3.676
H 0.840 4.909 2.643
H -2.218 2.811 -0.721
H -2.527 4.480 -0.424
N -3.751 0.856 0.070
C -2.640 0.597 0.215
*
```

---

3.
# C13H17ClN2O2

The molecule C13H17ClN2O2 at a distorted geometry (the ωB97M-V functional and the def2-TZVPD basis, the OMol25 dataset).

Properties
Energy above the lowest of the compared OMol25 structures with the same formula, charge and spin   4.658 eV
SMILES   CC1=C(C)[C@H](Cl)N(c2cc(C(C)(C)C)on2)C1=O
HOMO level   -9.3 eV
E_tot   -33351.6570 eV

Structure (ORCA input):
```
! wB97M-V def2-TZVPD RIJCOSX def2/J DEFGRID3
* xyz 0 1
O -2.295 0.739 -0.810
Cl -1.321 -2.732 2.292
N 1.146 -1.180 0.717
O 2.310 -0.354 0.542
C -2.188 -0.400 -0.387
C 0.147 -0.474 0.290
C 0.618 0.873 0.000
C -3.315 -1.380 -0.361
C -2.780 -2.588 0.145
C 1.994 0.868 0.094
N -1.161 -1.072 0.230
C -4.731 -1.182 -0.886
C -3.481 -3.942 0.484
C -1.448 -2.480 0.512
C 4.289 1.521 -0.294
C 2.521 3.090 -1.269
C 3.119 2.901 1.232
C 2.941 2.049 -0.075
H 0.097 1.752 -0.056
H -4.965 -2.020 -1.612
H -5.493 -1.307 -0.171
H -4.907 -0.167 -1.359
H -3.250 -4.553 -0.358
H -4.572 -3.793 0.446
H -3.130 -4.497 1.371
H -0.782 -3.179 -0.040
H 4.934 2.303 -0.770
H 4.221 0.562 -0.921
H 4.691 1.274 0.734
H 1.484 3.113 -1.416
H 3.048 2.981 -2.205
H 2.838 4.109 -0.906
H 3.238 2.178 2.041
H 4.001 3.603 1.251
H 2.184 3.385 1.516
*
```

---

4.
# C35H36FIrN8SSi

A structure of composition C35H36FIrN8SSi (the ωB97M-V functional and the def2-TZVPD basis, the OMol25 dataset).

Properties
Energy above the lowest of the compared OMol25 structures with the same formula, charge and spin   0.000 eV
HOMO level (spin up / spin down)   -10.4 / -10.4 eV
E_tot   -73067.5017 eV

Structure (ORCA input):
```
! wB97M-V def2-TZVPD RIJCOSX def2/J DEFGRID3
* xyz 1 2
Ir -0.468 -0.126 0.050
C 0.969 4.452 -3.027
C 0.335 4.697 -1.665
N -0.873 3.909 -1.451
C -0.914 2.639 -1.039
S 0.586 1.880 -0.563
N -2.120 2.083 -1.027
N -2.126 0.796 -0.610
C -3.225 0.111 -0.594
C -4.547 0.659 -1.006
C -3.084 -1.281 -0.136
C -4.144 -2.171 -0.096
C -3.922 -3.470 0.337
C -2.647 -3.854 0.713
C -1.626 -2.922 0.651
N -1.843 -1.673 0.246
H 1.864 5.065 -3.139
H 0.279 4.709 -3.830
H 1.255 3.405 -3.137
H 0.054 5.744 -1.553
H 1.037 4.468 -0.864
H -1.752 4.276 -1.784
H -4.448 1.707 -1.269
H -5.265 0.560 -0.189
H -4.939 0.112 -1.867
H -5.130 -1.849 -0.398
H -4.742 -4.175 0.374
H -2.434 -4.857 1.051
H -0.611 -3.160 0.939
C -0.070 0.988 4.692
Si 0.280 1.553 2.951
C 2.080 1.344 2.547
C -0.249 3.327 2.713
N -0.804 0.531 1.891
C -2.109 0.353 2.431
C -3.118 1.303 2.276
C -4.380 1.088 2.809
C -4.661 -0.080 3.506
C -3.670 -1.035 3.678
C -2.422 -0.798 3.144
F -1.456 -1.729 3.316
H 0.585 1.529 5.379
H 0.122 -0.078 4.826
H -1.100 1.196 4.988
H 2.600 2.202 2.987
H 2.295 1.344 1.480
H 2.504 0.441 2.983
H 0.227 3.930 3.492
H -1.325 3.473 2.807
H 0.074 3.708 1.744
H -2.905 2.202 1.712
H -5.145 1.843 2.682
H -5.643 -0.243 3.927
H -3.843 -1.950 4.228
N 8.361 -2.759 -4.449
C 7.347 -2.525 -3.963
C 6.077 -2.233 -3.353
C 5.962 -1.161 -2.472
C 4.742 -0.888 -1.882
C 3.627 -1.666 -2.181
C 3.748 -2.736 -3.064
C 4.970 -3.026 -3.644
C 2.326 -1.360 -1.530
C 1.248 -1.018 -2.344
C 1.222 -0.971 -3.763
C -0.074 -0.710 -4.140
C -0.809 -0.578 -2.948
N -0.040 -0.758 -1.878
C 2.278 -1.511 -0.135
C 3.216 -2.208 0.664
C 2.667 -2.324 1.925
C 1.419 -1.683 1.871
N 1.184 -1.192 0.652
H 6.828 -0.552 -2.253
H 4.647 -0.060 -1.191
H 2.886 -3.354 -3.280
H 5.074 -3.864 -4.320
H 2.071 -1.129 -4.407
H -0.468 -0.619 -5.139
H -1.856 -0.333 -2.856
H 4.156 -2.607 0.319
H 3.095 -2.809 2.786
H 0.709 -1.541 2.670
*
```